{"formula": "C36H80N5O3", "method": "ωB97M-V with the def2-TZVPD basis set", "charge": 3, "total_energy_ev": -52169.1156, "gap_ev": 9.10, "max_force_ev_per_a": 10.0, "e_above_lowest_kcal_mol": 629.1, "species": ["N", "O", "O", "O", "C", "C", "C", "C", "N", "C", "C", "C", "C", "C", "H", "H", "H", "H", "H", "H", "H", "H", "H", "H", "H", "H", "H", "H", "H", "H", "H", "H", "H", "H", "C", "C", "C", "C", "N", "C", "C", "C", "C", "C", "H", "H", "H", "H", "H", "H", "H", "H", "H", "H", "H", "H", "H", "H", "H", "H", "H", "H", "H", "H", "C", "C", "C", "C", "N", "C", "C", "C", "C", "C", "H", "H", "H", "H", "H", "H", "H", "H", "H", "H", "H", "H", "H", "H", "H", "H", "H", "H", "H", "H", "C", "C", "C", "C", "N", "C", "C", "C", "C", "C", "H", "H", "H", "H", "H", "H", "H", "H", "H", "H", "H", "H", "H", "H", "H", "H", "H", "H", "H", "H"], "xyz": [[32.7766, -23.3511, -14.6607], [31.7008, -23.3093, -14.1372], [33.7653, -22.8480, -14.1150], [32.8583, -23.9353, -15.6984], [35.7121, -16.3212, -15.0052], [36.4883, -17.4095, -15.7335], [36.4475, -18.7175, -14.8649], [37.1138, -19.8415, -15.6553], [36.9681, -21.2516, -15.0565], [37.6684, -22.4386, -15.8468], [36.9402, -23.6874, -15.4937], [35.6755, -23.3627, -14.8012], [35.5561, -21.8220, -14.7813], [37.6973, -21.2253, -13.6768], [35.5167, -15.5013, -15.6963], [36.2466, -15.8998, -14.1538], [34.7883, -16.6521, -14.5307], [37.5256, -17.1635, -15.9606], [35.9256, -17.7177, -16.6146], [35.4097, -18.9566, -14.6330], [37.0020, -18.5594, -13.9399], [38.1910, -19.6933, -15.7320], [36.7844, -19.9300, -16.6906], [38.7395, -22.5427, -15.6731], [37.5639, -22.2080, -16.9070], [37.5556, -24.2637, -14.8030], [36.9281, -24.2770, -16.4104], [35.6272, -23.7212, -13.7730], [34.7910, -23.7105, -15.3350], [35.0262, -21.3404, -13.9595], [35.1121, -21.5505, -15.7390], [37.6522, -22.1871, -13.1659], [37.2063, -20.4564, -13.0803], [38.7217, -20.9888, -13.9646], [35.5351, -19.7607, -12.3417], [34.5403, -20.8711, -12.7899], [33.3320, -20.9391, -11.9104], [32.3009, -21.9270, -12.5226], [31.1002, -22.1122, -11.5457], [31.2308, -22.9735, -10.2009], [31.0429, -24.4569, -10.4911], [30.4761, -24.4811, -11.9903], [30.0525, -23.0229, -12.2861], [30.4929, -20.7724, -11.1609], [36.0710, -19.9739, -11.4167], [35.0942, -18.7689, -12.2412], [36.2624, -19.5697, -13.1308], [35.0839, -21.8158, -12.8049], [34.2041, -20.6532, -13.8036], [32.9124, -19.9350, -11.9715], [33.4964, -21.1262, -10.8492], [32.6840, -22.9205, -12.7558], [31.9108, -21.4446, -13.4188], [30.4128, -22.5359, -9.6287], [32.2246, -22.7621, -9.8063], [30.3712, -24.8473, -9.7266], [31.8998, -25.1157, -10.3503], [29.6840, -25.2236, -12.0870], [31.1339, -24.8528, -12.7759], [29.1375, -22.9601, -11.6971], [29.9444, -22.7451, -13.3346], [30.2599, -20.1076, -11.9926], [31.1561, -20.2517, -10.4701], [29.5283, -21.0040, -10.7092], [32.6551, -18.4042, -20.4629], [32.3827, -17.3255, -19.3673], [31.9786, -17.8133, -17.9778], [33.1483, -18.5985, -17.2845], [32.9096, -18.9123, -15.7963], [31.7363, -19.8928, -15.5854], [32.3042, -21.2936, -15.8606], [33.8251, -21.1282, -15.6534], [34.0629, -19.7080, -15.1865], [32.6405, -17.5547, -15.0529], [32.6958, -17.9064, -21.4317], [31.6917, -18.9081, -20.5412], [33.4817, -19.0723, -20.2210], [31.4951, -16.8425, -19.7760], [33.2358, -16.6476, -19.3401], [31.0022, -18.2941, -17.9186], [31.7871, -16.9160, -17.3893], [34.1190, -18.1103, -17.3704], [33.3389, -19.5446, -17.7911], [31.3353, -19.7725, -14.5790], [30.9539, -19.6113, -16.2902], [31.8780, -22.0554, -15.2079], [32.0723, -21.6395, -16.8679], [34.0463, -21.8021, -14.8257], [34.3061, -21.4208, -16.5868], [34.0499, -19.5688, -14.1055], [35.0657, -19.4181, -15.5001], [32.8077, -17.7045, -13.9863], [31.6372, -17.2718, -15.3713], [33.4069, -16.8561, -15.3886], [29.6454, -25.7095, -15.0869], [30.6944, -26.5187, -14.3197], [31.9901, -25.7665, -14.0006], [32.9358, -26.6325, -13.1779], [34.2049, -25.9286, -12.7783], [35.0538, -26.7578, -11.7508], [35.7364, -25.7849, -10.7702], [35.1649, -24.3810, -11.0566], [33.8994, -24.6516, -11.9315], [35.0736, -25.4960, -13.9265], [28.9101, -26.4487, -15.4047], [30.0387, -25.1111, -15.9087], [29.1475, -24.9862, -14.4411], [30.9993, -27.3264, -14.9851], [30.2353, -27.0803, -13.5061], [31.8809, -24.8002, -13.5083], [32.4540, -25.3934, -14.9136], [33.1480, -27.4913, -13.8147], [32.4148, -26.9388, -12.2708], [35.7676, -27.4805, -12.1463], [34.3070, -27.3537, -11.2261], [36.8068, -25.8518, -10.9645], [35.6267, -26.1165, -9.7376], [35.8924, -23.6995, -11.4975], [34.9991, -23.8641, -10.1114], [33.7317, -23.7852, -12.5713], [33.1111, -24.9266, -11.2309], [35.0308, -26.2511, -14.7114], [36.0824, -25.3266, -13.5499], [34.5813, -24.6750, -14.4478]], "forces_ev_per_angstrom": [[-0.1, -1.6, -0.7], [-3.6, -0.5, -0.3], [-2.7, -2.5, 3.0], [1.9, -0.1, -3.4], [0.6, 0.7, 0.2], [-0.9, -1.6, 1.4], [2.9, 1.8, 0.0], [0.1, -1.7, 0.0], [2.4, -2.0, 3.0], [-0.2, 2.0, -0.7], [1.8, -1.1, 0.3], [1.5, 3.5, -1.1], [8.8, -0.7, -4.7], [0.5, 0.3, -1.7], [-0.2, 0.1, 0.2], [0.4, 0.0, -0.2], [0.3, -0.1, -0.3], [-0.2, 0.2, -0.2], [0.4, 0.5, -0.6], [3.6, 2.2, 2.0], [0.4, 0.6, -0.5], [0.0, 0.2, 0.1], [-0.4, 0.1, -0.1], [0.0, 0.7, 0.4], [-0.2, 0.2, 0.0], [0.3, -0.2, 0.0], [-0.7, -0.2, 0.1], [0.8, 1.4, -0.7], [1.7, 0.3, -0.8], [3.9, -1.6, -3.1], [5.1, -1.4, 1.3], [-0.1, -0.1, -0.3], [1.5, -1.1, -0.3], [0.1, 0.0, 0.7], [-0.6, 0.2, -0.3], [0.0, 1.0, 5.9], [-1.4, -0.2, -0.1], [0.0, 1.6, 4.1], [-1.2, -0.8, -1.0], [1.3, 0.9, -1.3], [-1.1, 0.1, -1.1], [-0.2, 0.3, 1.3], [-0.3, -0.7, 1.7], [-0.2, -0.7, 0.0], [-0.3, -0.2, 0.1], [-0.6, 0.0, 0.3], [-1.3, -0.1, 1.4], [-0.4, 0.1, 1.9], [-1.2, -0.9, 3.2], [-0.4, 0.2, 0.3], [0.5, -0.1, 0.0], [-1.0, 2.2, 2.1], [-0.1, -0.2, 0.5], [0.4, -0.3, 0.3], [-0.3, 0.3, 0.4], [-0.5, 0.0, -0.4], [-0.1, 0.5, 0.1], [-0.6, 0.6, 0.3], [-1.2, 0.5, 2.7], [-0.2, 0.9, -0.3], [-0.2, 0.0, 0.5], [0.4, -0.4, -0.4], [-0.1, -0.2, 0.0], [0.2, 0.2, 0.3], [-1.3, 0.6, 1.0], [-0.2, -0.9, -1.2], [1.2, 0.4, 1.0], [-0.9, -0.5, -0.3], [-0.1, 0.7, 0.8], [-0.2, 0.1, -1.1], [-1.0, 1.9, -0.8], [-8.1, 2.2, -2.0], [-2.7, 0.4, -4.4], [0.5, -1.5, -1.2], [0.8, -0.1, 0.1], [0.2, -0.8, 0.0], [0.0, 0.0, -0.4], [0.2, 0.7, 0.2], [-0.2, 0.3, 0.3], [0.3, -0.7, -0.5], [0.2, 0.2, 0.0], [-0.3, 0.6, 0.3], [-0.4, -0.3, 0.1], [0.3, 0.3, 0.1], [0.0, 0.1, 0.2], [-0.6, 2.4, -1.2], [0.0, 0.2, -0.1], [-2.8, 1.5, -2.5], [-1.2, 0.5, -0.8], [-1.0, 1.8, -1.3], [-3.0, -0.8, -2.4], [-0.5, -0.1, 0.0], [0.2, 0.2, 0.6], [-0.7, -0.1, -0.3], [-0.1, -0.1, 0.7], [0.6, 0.0, -1.0], [1.2, -0.9, -0.1], [-0.5, 0.2, -0.8], [1.5, 0.4, 1.6], [-1.2, -0.2, 0.7], [0.6, -0.2, -0.8], [0.0, -0.5, 0.0], [1.6, -0.6, 0.9], [-2.2, -2.9, -0.2], [-0.2, 0.4, -0.4], [0.1, -0.4, -0.2], [-0.2, 0.0, 0.1], [0.1, -0.1, -0.2], [0.1, 0.4, 0.5], [1.1, -2.1, -1.2], [-0.3, -1.8, 0.0], [0.5, -0.3, 0.5], [0.3, -0.2, 0.2], [-0.3, 0.3, -0.8], [0.0, 0.0, 0.0], [0.1, 0.3, 0.1], [-0.3, 0.1, -0.1], [0.1, -0.3, -0.6], [-0.8, -0.1, 0.0], [0.1, -1.3, 0.5], [0.2, 0.2, -0.9], [0.5, -0.7, 0.4], [-0.3, -0.2, -0.2], [-0.1, -2.1, 1.5]], "mulliken_charge": [0.2416, -0.3946, 0.2656, -0.5648, -1.6381, -0.0375, -0.2250, -1.1158, 1.1088, -0.5730, -0.9504, 0.5569, 0.4680, -0.8387, 0.4177, 0.3820, 0.4585, 0.4938, 0.1960, -0.2882, 1.1697, 0.5534, 0.3019, 0.3982, 0.4406, 0.3853, 0.3333, -0.6585, 0.5815, -1.6214, -0.8280, 0.3908, 0.4588, 0.3978, -1.2798, 0.8790, -0.7002, -0.3902, 0.8921, -0.6041, -0.7965, 0.4407, -0.8743, -1.0116, 0.2326, 0.2576, -0.9043, -0.1260, -0.4504, 0.5933, 0.5311, -0.7653, -0.4447, 0.5679, 0.3077, 0.5618, 0.5430, 0.8511, -1.3307, 0.4209, 0.6082, 0.1794, 0.4165, 0.5373, -1.1524, -0.8959, -0.5734, -0.4629, 1.8753, -1.0133, -0.3898, 1.0798, -1.0624, -1.5518, 0.4104, 0.3057, 0.2849, 0.4371, 0.3862, 0.4229, 0.3977, 0.1209, 0.3429, 0.1173, 0.7878, -0.0837, 0.6216, 0.5366, 0.3964, -0.0723, 0.1114, 0.3109, 0.5692, 0.4323, -1.2576, -0.9793, 0.2291, -1.3115, 0.4175, -0.5776, -0.9228, -0.6663, 0.6722, -1.0327, 0.5392, 0.1921, 0.2075, 0.6021, 0.5572, 0.7011, 0.6756, 0.3038, 0.4112, 0.4592, 0.4947, 0.3949, 0.3035, -0.1870, 0.6389, 0.0826, -0.6471, 0.2467, 0.7979, -0.4432]}